Computed, not measured: one molecule with the formula C4H9N2P, with ωB97M-V/def2-TZVPD.

Each line ends with the Löwdin charge.
Positions of all 16 atoms, in Å:
C (1.7778, 1.2495, 0.7706)  -0.277
C (1.5403, -0.8487, -0.8287)  -0.289
C (-0.6529, -0.8370, 1.1932)  -0.209
C (-0.6509, 1.1384, -0.9057)  -0.218
N (3.1253, 0.2762, 0.3680)  -0.035
N (2.8965, -0.5881, -0.4311)  -0.155
P (0.5010, 0.2698, 0.2306)  0.767
H (1.8805, 1.6521, 1.7587)  -0.018
H (1.4148, -0.6148, -1.8890)  0.088
H (1.3154, -1.9112, -0.6824)  0.088
H (-1.2001, -1.5054, 0.5302)  0.040
H (-0.0604, -1.4196, 1.8979)  0.043
H (-1.3593, -0.2213, 1.7493)  0.040
H (-1.0804, 1.9964, -0.3888)  0.046
H (-0.0777, 1.5017, -1.7591)  0.047
H (-1.4515, 0.4769, -1.2391)  0.042

Properties
- ΔE to the lowest compared entry with this formula, charge and spin: 3.1942 eV
- SMILES: CP1(C)=CN=NC1
- Frontier orbital gap: 0.3052 Ha
- E: -16559.6919 eV
- LUMO: 0.021 hartree
- Net charge: 0

---

Computed, not measured: one molecule with the formula C4H9N2P, with ωB97M-V/def2-TZVPD.

Each line ends with the Löwdin charge.
Positions of all 16 atoms, in Å:
C (-0.6007, 1.0138, 0.5724)  -0.167
C (0.7153, 1.0130, 0.6429)  -0.265
C (-2.3041, -0.2543, -0.5783)  -0.141
C (2.3759, -0.3475, -0.6029)  -0.087
N (-1.2224, -0.2467, 0.3371)  -0.384
N (1.3394, -0.2527, 0.7092)  -0.377
P (0.0507, -1.3913, 0.6145)  0.872
H (-1.2927, 1.7464, 0.4265)  0.076
H (1.4118, 1.8344, 0.9057)  0.118
H (-2.1369, -0.5644, -1.5550)  0.053
H (-3.0429, -0.9605, -0.2029)  0.082
H (-2.7610, 0.6896, -0.6405)  0.066
H (3.3553, 0.1685, -0.3560)  0.062
H (2.5268, -1.4354, -1.0003)  0.073
H (1.7577, 0.3905, -1.2892)  0.084
H (-0.1721, -1.4034, 2.0170)  -0.066

Properties
- ΔE to the lowest compared entry with this formula, charge and spin: 2.4130 eV
- SMILES: CN1C=CN(C)P1
- Frontier orbital gap: 0.3169 Ha
- E: -16560.4731 eV
- LUMO: 0.037 hartree
- Net charge: 0

---

Computed, not measured: C4H9N2S as an isolated structure, with ωB97M-V/def2-TZVPD.

Each line ends with the Löwdin charge.
Positions of all 16 atoms, in Å:
C (1.2078, -1.6668, 0.3838)  -0.082
C (-0.2594, -1.3970, 0.8306)  -0.717
C (-1.4598, -0.0435, -0.8214)  -0.021
C (-0.7723, -0.0388, 0.5868)  -0.450
N (1.9360, -0.6759, 0.2132)  0.184
N (0.2202, 1.0262, 0.7200)  0.046
S (-1.1985, -2.6121, 1.2923)  0.915
H (1.6207, -2.7021, 0.1827)  0.163
H (-2.2450, -0.7791, -0.7783)  0.079
H (-0.8651, -0.3832, -1.6905)  0.110
H (-1.8840, 0.8089, -1.1175)  0.037
H (-1.6291, 0.1270, 1.3546)  0.170
H (2.8898, -0.8427, 0.0229)  0.130
H (0.2113, 1.2165, 1.7629)  0.165
H (0.0165, 1.8730, 0.0352)  0.200
H (1.3299, 0.3212, 0.4120)  0.071

Properties
- ΔE to the lowest compared entry with this formula, charge and spin: 2.5245 eV
- Frontier orbital gap: 0.2895 Ha
- E: -18101.0023 eV
- LUMO: -0.203 hartree
- Net charge: +1

---

Computed, not measured: an isolated ion of composition C4H9N2S and charge +1, with ωB97M-V/def2-TZVPD.

Each line ends with the Löwdin charge.
Positions of all 16 atoms, in Å:
C (-0.2906, 0.3790, -2.8077)  -0.478
C (-0.2912, 0.0274, -0.3012)  0.017
C (-0.0482, 0.8918, 1.9882)  0.015
C (0.4242, -1.3155, 1.5456)  -0.054
N (-0.4756, 0.0597, -1.4638)  0.167
N (0.0797, -0.0866, 0.9090)  -0.131
S (-1.8212, 1.1670, -3.6384)  0.701
H (-0.0243, -0.4549, -3.5281)  0.121
H (0.5143, 0.9884, -3.0305)  0.054
H (-0.2886, 1.8510, 1.4473)  0.129
H (-0.7725, 0.6948, 2.6860)  0.082
H (0.9179, 1.1837, 2.3332)  0.106
H (0.5129, -2.1968, 0.7665)  0.144
H (1.3248, -1.3361, 2.1640)  0.105
H (-0.3057, -1.7908, 2.2740)  0.126
H (-1.9988, 0.0846, -4.5058)  -0.104

Properties
- ΔE to the lowest compared entry with this formula, charge and spin: 3.6725 eV
- SMILES: C[N+](C)=C=NCS
- Frontier orbital gap: 0.3407 Ha
- E: -18099.8543 eV
- LUMO: -0.148 hartree
- Net charge: +1

---

Computed, not measured: an isolated ion of composition C4H9N2S and charge +1, with ωB97M-V/def2-TZVPD.

Each line ends with the Löwdin charge.
Positions of all 16 atoms, in Å:
C (-0.4473, 0.3740, -0.7788)  -0.137
C (0.2002, -0.5784, 1.4231)  -0.094
C (-0.3457, -0.6764, 2.8286)  -0.030
C (0.5244, 0.8311, -2.8369)  -0.036
N (-0.6301, -0.0081, 0.5864)  0.092
N (0.6803, 0.2487, -1.4773)  -0.629
S (2.0176, -0.4402, -0.8576)  0.800
H (-1.4708, 0.3965, -1.3106)  0.178
H (1.1369, -1.0434, 1.2861)  0.039
H (0.3214, -0.3408, 3.6091)  0.080
H (-0.6343, -1.7994, 3.1201)  0.151
H (-1.3491, -0.0240, 2.8393)  0.126
H (1.1095, 0.1213, -3.4620)  0.105
H (0.9564, 1.8803, -2.8909)  0.136
H (-0.5351, 0.7571, -2.9573)  0.070
H (-1.5344, 0.3016, 0.8787)  0.149

Properties
- ΔE to the lowest compared entry with this formula, charge and spin: 3.7296 eV
- SMILES: C/C=[NH+]/C=[N+](/C)[S-]
- Frontier orbital gap (alpha / beta): 0.2697 / 0.2698 Ha
- E: -18099.7972 eV
- LUMO (alpha / beta): -0.201 / -0.201 hartree
- Net charge: +1

---

Computed, not measured: a 2-piece molecular cluster, C4H9N2S overall, with ωB97M-V/def2-TZVPD.

Each line ends with the Löwdin charge.
Positions of all 16 atoms, in Å:
C (-1.9253, -0.8104, 0.3907)  -0.758
C (1.3295, -0.9441, -1.2016)  0.166
C (-2.3339, 1.5127, 0.8454)  -0.044
C (1.6489, -0.5306, 1.0610)  -0.093
N (-1.6895, 0.1877, 0.9622)  0.000
N (1.9171, -0.3492, -0.2669)  -0.024
S (-1.7863, -2.2387, -0.3292)  0.720
H (1.6044, -0.8093, -2.2211)  0.120
H (0.4488, -1.6067, -1.1333)  0.040
H (-3.2392, 1.6265, 1.3966)  0.077
H (-1.6137, 2.2474, 1.3047)  0.097
H (1.4053, 0.3440, 1.7563)  0.146
H (0.6635, -1.1298, 1.2006)  0.106
H (2.3871, -1.2478, 1.4323)  0.123
H (2.7946, 0.2665, -0.2187)  0.233
H (-2.4662, 1.6372, -0.2334)  0.092

Properties
- ΔE to the lowest compared entry with this formula, charge and spin: 3.2297 eV
- Frontier orbital gap: 0.2911 Ha
- E: -18100.2971 eV
- LUMO: -0.183 hartree
- Net charge: +1

---

Computed, not measured: C4H9N2S2 as an isolated structure, with ωB97M-V/def2-TZVPD.

Each line ends with the Mulliken spin population.
Positions of all 17 atoms, in Å:
C (0.5863, 0.4188, -0.1914)  -0.048
C (0.1139, 2.5129, -1.2403)  -0.051
C (0.8551, -2.0686, 0.9659)  0.005
C (-1.4022, -1.1835, 0.4512)  -0.008
N (-0.0281, 1.0980, -1.1240)  0.085
N (0.0216, -1.3864, 0.0453)  0.181
S (1.7256, 1.1924, 0.8217)  0.649
S (1.5488, 3.0089, -0.1396)  1.095
H (0.2872, 2.7331, -2.2377)  0.032
H (-0.8816, 2.9865, -0.9485)  0.049
H (0.4266, -1.9870, 1.9851)  0.004
H (0.8177, -3.0758, 0.5702)  0.008
H (1.9756, -1.5761, 1.0389)  -0.008
H (-1.5381, -0.5757, 1.3977)  0.002
H (-1.8612, -0.7915, -0.4082)  0.002
H (-1.8649, -2.1452, 0.7710)  0.008
H (-0.7822, 0.8393, -1.7573)  -0.006

Properties
- 2S+1: 3
- ΔE to the lowest compared entry with this formula, charge and spin: 3.2619 eV
- Expectation value of S²: 2.020
- Frontier orbital gap (alpha / beta): 0.2214 / 0.2203 Ha
- E: -28931.5791 eV
- LUMO (alpha / beta): -0.158 / -0.265 hartree
- Net charge: +1

---

Computed, not measured: a 2-piece molecular cluster, C4H9N2Se overall, with ωB97M-V/def2-TZVPD.

Each line ends with the Löwdin charge.
Positions of all 16 atoms, in Å:
C (1.8873, -0.4836, -0.1826)  -0.096
C (0.6322, -1.2205, -0.4462)  -0.086
C (0.5178, 1.0579, 0.1331)  -0.709
C (-1.4427, -0.4077, 0.4330)  -0.073
N (1.8043, 0.7079, 0.1578)  0.085
N (-0.3583, -0.1481, -0.4588)  -0.104
Se (-0.0427, 2.8259, 0.0490)  0.895
H (2.8318, -1.0440, -0.0235)  0.156
H (0.5215, -2.0021, -1.2036)  0.153
H (0.3439, -1.9588, 0.3847)  0.173
H (-0.1857, 0.9915, 2.1506)  0.217
H (-2.1979, -0.9670, -0.1003)  0.122
H (-1.0128, -0.6883, 1.3286)  0.057
H (-2.1201, 0.4490, 0.6079)  0.115
H (-0.7139, -0.0451, -1.3911)  0.183
H (-0.4647, 2.9330, -1.4386)  -0.088

Properties
- ΔE to the lowest compared entry with this formula, charge and spin: 4.5928 eV
- Frontier orbital gap (alpha / beta): 0.2880 / 0.2914 Ha
- E: -72607.5340 eV
- LUMO (alpha / beta): -0.203 / -0.183 hartree
- Net charge: +1

---

Computed, not measured: a 2-piece molecular cluster, C4H9N3 overall, with ωB97M-V/def2-TZVPD.

Each line ends with the Löwdin charge.
Positions of all 16 atoms, in Å:
C (0.1215, -2.0816, 0.9710)  0.065
N (0.4244, -0.5617, -1.1364)  -0.030
C (0.8786, 0.6873, -0.8609)  -0.626
N (-1.0730, -1.7112, 0.6306)  0.070
C (0.0799, 1.4873, 0.1211)  -0.142
C (-1.2488, 1.5335, 0.1883)  -0.025
N (1.9835, 1.1595, -1.3539)  0.050
H (1.0133, -0.9337, -1.8815)  0.039
H (2.1796, 2.0926, -0.9945)  0.007
H (-1.6425, -1.2093, 1.2996)  0.107
H (-0.9952, -1.2429, -0.3860)  0.114
H (0.7612, -2.5053, 0.2179)  0.081
H (0.4837, -1.9609, 1.9865)  0.101
H (0.6621, 2.1157, 0.7907)  0.093
H (-1.8678, 0.9415, -0.4751)  0.050
H (-1.7604, 2.1891, 0.8826)  0.047

Properties
- ΔE to the lowest compared entry with this formula, charge and spin: 3.8874 eV
- Frontier orbital gap (alpha / beta): 0.2364 / 0.2365 Ha
- E: -8760.6376 eV
- LUMO (alpha / beta): -0.029 / -0.029 hartree
- Net charge: 0

---

Computed, not measured: one molecule with the formula C4H9N3, with ωB97M-V/def2-TZVPD.

Each line ends with the Löwdin charge.
Positions of all 16 atoms, in Å:
C (-1.3249, 1.0032, -0.1269)  -0.159
C (0.0152, 1.4736, -0.5433)  -0.289
C (-0.8742, 0.9327, -1.5000)  -0.049
C (0.6990, -1.1617, 1.2569)  0.014
N (1.3043, 0.7100, -0.1021)  0.020
N (0.7781, -1.1623, -1.1896)  0.080
N (1.0222, -0.5985, -0.0927)  -0.407
H (-1.3712, -0.0312, 0.2720)  0.089
H (-2.2126, 1.6439, 0.1060)  0.115
H (0.0615, 2.6105, -0.5665)  0.156
H (-0.8793, 0.0539, -2.1004)  0.059
H (-0.0834, -0.6164, 1.6564)  0.045
H (0.3870, -2.1152, 1.0185)  0.052
H (1.6978, -1.2565, 1.7222)  0.104
H (1.9182, 0.9307, -0.9143)  0.128
H (0.0555, -1.8428, -1.1785)  0.042

Properties
- ΔE to the lowest compared entry with this formula, charge and spin: 7.5492 eV
- Frontier orbital gap (alpha / beta): 0.3346 / 0.2703 Ha
- E: -8756.9758 eV
- LUMO (alpha / beta): 0.038 / 0.010 hartree
- Net charge: 0